Density functional theory data (the ωB97M-V functional and the def2-TZVPD basis) for C32H85FN5O20P3 as an isolated structure in a non-equilibrium geometry.

Last column: Mulliken charge in e.
CARTESIAN COORDINATES (ANGSTROEM)
C (1.58426, 4.53530, 4.43600)  -1.32
C (0.30289, 5.25350, 4.74724)  0.27
C (0.42848, 6.63255, 4.08149)  -0.54
O (1.43718, 7.29671, 4.81036)  -0.28
C (1.64278, 8.67982, 4.66321)  -0.77
N (-0.70080, 4.53376, 3.97604)  -0.64
H (1.69707, 4.44012, 3.35604)  0.29
H (1.71806, 3.51976, 4.80868)  0.34
H (2.49629, 5.09565, 4.64167)  0.36
H (0.08462, 5.29118, 5.81449)  0.31
H (-0.55280, 7.08526, 4.22383)  0.38
H (0.65086, 6.70041, 3.01658)  0.31
H (0.74079, 9.27001, 4.82508)  0.30
H (2.11435, 8.91099, 3.70808)  0.28
H (2.37218, 9.03645, 5.39047)  0.25
H (-0.48856, 4.54126, 2.98862)  0.23
H (-1.63596, 4.91531, 3.97943)  0.25
C (7.21191, 6.03219, 2.56547)  -1.32
C (8.03969, 4.72046, 2.48702)  0.50
C (7.79878, 3.85979, 1.25097)  -0.75
O (6.42404, 3.55348, 0.99515)  -0.25
C (6.17310, 3.05488, -0.32141)  -0.76
N (9.46137, 4.96837, 2.47408)  -0.72
H (7.43776, 6.64814, 1.69501)  0.30
H (7.39675, 6.60365, 3.47507)  0.36
H (6.15625, 5.77179, 2.48880)  0.31
H (7.68911, 4.13579, 3.33752)  0.28
H (8.42203, 2.97158, 1.14727)  0.39
H (8.13887, 4.43437, 0.38941)  0.29
H (5.11858, 3.28470, -0.47401)  0.24
H (6.26571, 1.97039, -0.26310)  0.29
H (6.73390, 3.36938, -1.20158)  0.32
H (9.81546, 5.41844, 3.30604)  0.27
H (9.71435, 5.68977, 1.81402)  0.26
C (-5.12439, -4.78159, -3.10662)  -1.23
C (-4.15322, -5.84066, -3.64893)  0.30
C (-2.76937, -5.20864, -4.19414)  -0.52
O (-2.91256, -4.55519, -5.38182)  -0.31
C (-1.78300, -3.79679, -5.84998)  -0.75
N (-3.89228, -6.80003, -2.58784)  -0.68
H (-5.60191, -4.31645, -3.96902)  0.31
H (-4.54291, -3.98004, -2.65109)  0.23
H (-5.81009, -5.31720, -2.45009)  0.40
H (-4.75248, -6.29534, -4.43776)  0.28
H (-2.08625, -6.03684, -4.38266)  0.29
H (-2.32394, -4.55980, -3.44002)  0.28
H (-0.79949, -4.26599, -5.82411)  0.31
H (-1.63886, -2.91262, -5.22903)  0.29
H (-2.07987, -3.43339, -6.83379)  0.27
H (-4.78236, -7.02098, -2.16471)  0.25
H (-3.60630, -7.51242, -3.24421)  0.28
C (2.73941, 7.97752, -1.82110)  -1.18
C (1.88598, 8.04201, -3.15887)  0.45
C (2.46790, 7.08643, -4.21893)  -0.81
O (3.85144, 7.41786, -4.47541)  -0.34
C (4.10202, 8.74139, -5.07970)  -0.73
N (0.51665, 7.77112, -2.88373)  -0.72
H (3.71010, 7.52408, -2.02178)  0.32
H (2.20778, 7.31901, -1.13419)  0.34
H (2.90232, 8.92505, -1.30756)  0.26
H (1.99956, 9.00093, -3.66450)  0.31
H (1.87547, 7.08841, -5.13388)  0.40
H (2.52004, 6.07666, -3.81181)  0.32
H (3.88881, 9.60708, -4.45261)  0.29
H (3.52029, 8.91610, -5.98478)  0.32
H (5.16317, 8.75660, -5.32837)  0.25
H (0.39067, 6.84303, -2.50575)  0.25
H (0.02080, 7.77951, -3.76360)  0.26
C (-3.17290, -0.42844, 4.95594)  -1.34
C (-4.51338, -0.44233, 5.79100)  0.50
C (-5.35078, 0.78870, 5.98785)  -0.72
O (-5.98980, 0.92207, 4.73202)  -0.37
C (-7.42895, 0.97979, 4.79652)  -0.82
N (-5.46234, -1.52960, 5.49985)  -0.64
H (-2.40362, 0.14914, 5.46851)  0.29
H (-3.44916, -0.02118, 3.98336)  0.30
H (-2.61963, -1.33022, 4.69367)  0.35
H (-4.14281, -0.78965, 6.75543)  0.28
H (-4.80070, 1.55436, 6.53489)  0.44
H (-6.00109, 0.58740, 6.83912)  0.33
H (-7.94749, 0.38961, 5.55210)  0.36
H (-7.75594, 0.58706, 3.83372)  0.26
H (-7.66800, 2.02437, 4.99602)  0.31
H (-5.92094, -1.45253, 4.60327)  0.21
H (-4.94616, -2.38988, 5.38332)  0.25
C (5.61713, -3.68324, -2.44689)  -0.57
O (5.51456, -4.17904, -1.10982)  -0.40
P (4.67546, -5.50609, -0.55008)  1.13
O (3.21888, -5.31412, -0.86328)  -0.61
O (5.24362, -6.83835, -1.34166)  -0.34
C (4.59663, -7.07843, -2.61511)  -0.77
O (5.12667, -5.67049, 0.99351)  -0.35
C (4.23054, -6.53992, 1.63371)  -0.76
H (6.61248, -3.96855, -2.78744)  0.25
H (5.60369, -2.59837, -2.34193)  0.23
H (4.80017, -4.02209, -3.08397)  0.30
H (4.32004, -8.12219, -2.76409)  0.32
H (5.12147, -6.58504, -3.43316)  0.32
H (3.64407, -6.57698, -2.78619)  0.34
H (3.95479, -6.08817, 2.58659)  0.24
H (4.85097, -7.38924, 1.91983)  0.27
H (3.33328, -6.81747, 1.08054)  0.40
C (-3.60590, 2.60218, -5.96721)  -0.64
O (-4.62893, 1.79108, -6.50616)  -0.19
P (-5.87787, 2.56301, -7.08572)  1.11
O (-5.77822, 3.24111, -8.35987)  -0.69
O (-6.99588, 1.36061, -7.10773)  -0.33
C (-7.97376, 1.30490, -8.10191)  -0.63
O (-6.47957, 3.48574, -5.81085)  -0.37
C (-6.60895, 3.01813, -4.46898)  -0.62
H (-2.83324, 1.92010, -5.61245)  0.22
H (-3.99620, 3.07984, -5.06854)  0.27
H (-3.15083, 3.26459, -6.70358)  0.30
H (-7.92776, 0.29571, -8.51125)  0.19
H (-7.75707, 2.11060, -8.80333)  0.34
H (-8.97721, 1.43218, -7.69573)  0.23
H (-7.64953, 3.11927, -4.16066)  0.24
H (-5.94501, 3.75103, -4.01059)  0.25
H (-6.22944, 1.99634, -4.46372)  0.32
C (-1.67546, -12.71338, 3.65385)  -0.61
O (-1.82658, -11.24369, 3.37689)  -0.34
P (-0.94385, -10.05549, 4.07089)  1.04
O (0.55856, -10.13520, 3.95384)  -0.67
O (-1.58475, -8.71282, 3.42438)  -0.27
C (-1.14082, -8.16894, 2.24443)  -0.66
O (-1.55435, -10.06467, 5.59768)  -0.27
C (-1.10796, -9.15673, 6.48598)  -0.69
H (-1.26820, -12.88518, 4.65021)  0.28
H (-0.94814, -13.05454, 2.91716)  0.27
H (-2.58494, -13.31320, 3.61979)  0.27
H (-0.20007, -8.54135, 1.83898)  0.33
H (-1.08984, -7.08606, 2.35797)  0.22
H (-1.94652, -8.52210, 1.60083)  0.27
H (-0.14460, -8.72800, 6.20985)  0.34
H (-1.17177, -9.53940, 7.50460)  0.25
H (-1.80676, -8.32160, 6.53439)  0.26
C (1.21248, -0.49168, 0.38096)  -0.36
C (0.26902, -1.19174, -0.58023)  0.19
O (0.03369, -0.10433, -1.47605)  -0.32
C (0.00009, 1.02089, -0.63794)  0.67
O (-0.56537, 2.05865, -0.86942)  -0.55
O (0.67684, 0.77925, 0.44323)  -0.26
F (-0.82440, -1.69362, 0.02427)  -0.27
H (2.20305, -0.58828, -0.06351)  0.28
H (1.21554, -0.98928, 1.35074)  0.32
H (0.74719, -1.97885, -1.16324)  0.30

As for the largest force on an atom: 4.55 eV/A. As for the net charge: 0. Its calculated total energy is -4172.70549 a.u. The calculation puts the HOMO-LUMO gap at 0.3348 Ha.